Record 1
# C8H13BrN2O3

An isolated molecule of C8H13BrN2O3 (ωB97M-V/def2-TZVPD, the Open Molecules 2025 dataset).

Geometry (Å):
C1 2.820 0.021 0.385
C2 1.752 1.088 0.618
C3 0.544 1.094 -0.325
Br1 1.168 1.026 -2.172
C4 -0.590 0.061 0.004
C5 -1.748 0.748 0.783
O1 -1.896 2.138 0.548
N1 -2.879 2.346 -0.493
O2 -2.565 3.217 -1.186
C6 -0.170 -1.199 0.796
C7 -0.040 -2.338 -0.215
C8 -0.902 -1.875 -1.377
O3 -1.347 -2.558 -2.268
N2 -1.134 -0.535 -1.219
H1 3.415 0.259 -0.494
H2 2.417 -0.980 0.246
H3 3.502 -0.006 1.236
H4 2.237 2.060 0.514
H5 1.364 1.032 1.640
H6 0.101 2.080 -0.256
H7 -1.627 0.604 1.856
H8 -2.674 0.242 0.494
H9 0.711 -1.041 1.410
H10 -0.950 -1.485 1.506
H11 -0.518 -3.251 0.136
H12 0.977 -2.585 -0.517
H13 -1.967 -0.161 -1.649

## Properties
Energy ... -3221.800229 Ha
HOMO energy ... -9.7 eV
SMILES ... CC[C@@H](Br)[C@]1(CON=O)CCC(=O)N1
Spin multiplicity ... 1
Energy above the lowest of the compared OMol25 structures with the same formula, charge and spin ... 0.0 kJ/mol

Löwdin atomic charge list, values in e, 4 entries: atom 1 (C): -0.129, atom 2 (C): -0.292, atom 3 (C): -0.595, atom 4 (Br): 0.762

=====

Record 2
# C8H13CdIO4

A structure of composition C8H13CdIO4 at a distorted geometry (ωB97M-V/def2-TZVPD, the Open Molecules 2025 dataset).

Geometry (Å):
C1 -3.567 -1.669 -0.806
C2 -2.999 -0.582 -0.184
C3 -1.619 -0.672 0.353
C4 -1.224 0.674 0.963
O1 -1.611 1.687 0.086
I1 -2.376 0.997 2.751
O2 0.160 0.831 1.160
C5 0.877 -0.295 1.572
O3 0.504 -0.939 2.491
C6 2.152 -0.614 0.838
C7 2.094 -0.698 -0.688
C8 1.965 0.643 -1.434
O4 2.009 1.807 -0.523
H1 -3.771 -2.549 -0.203
H2 -3.785 -1.665 -1.867
H3 -3.560 0.345 -0.085
H4 -0.974 -0.850 -0.508
H5 -1.552 -1.491 1.072
H6 -0.844 1.975 -0.420
H7 2.953 0.059 1.130
H8 2.448 -1.582 1.218
H9 3.030 -1.140 -1.006
H10 1.332 -1.398 -1.007
H11 2.793 0.753 -2.122
H12 1.070 0.682 -2.038
H13 2.922 1.898 -0.222
Cd1 1.571 3.793 -0.523

## Properties
Total charge ... +2
Energy ... -1078.118334 Ha
HOMO energy ... -14.2 eV
Spin multiplicity ... 1

Löwdin atomic charge list, values in e, 4 entries: atom 1 (C): 0.214, atom 2 (C): -0.047, atom 3 (C): -0.172, atom 4 (C): -0.938

=====

Record 3
# C8H13Cl2INO11P2PdS

A structure of composition C8H13Cl2INO11P2PdS at a distorted geometry (ωB97M-V/def2-TZVPD, the Open Molecules 2025 dataset).

Geometry (Å):
Pd1 -0.419 0.361 -0.480
C1 -2.198 -3.992 0.583
C2 -1.044 -3.008 0.695
O1 -0.224 -3.391 1.789
P1 0.016 -2.940 -0.811
O2 -0.966 -2.919 -2.042
O3 0.709 -4.359 -0.796
O4 0.948 -1.796 -0.711
P2 -1.652 -1.303 1.031
O5 -2.670 -1.370 2.224
O6 -2.201 -0.649 -0.246
O7 -0.456 -0.431 1.446
H1 -1.813 -4.985 0.352
H2 -2.890 -3.695 -0.205
H3 -2.721 -4.050 1.538
H4 0.464 -2.722 1.916
H5 -0.799 -2.181 -2.657
H6 1.612 -4.372 -1.135
H7 -3.586 -1.600 2.024
I1 1.723 2.818 -2.219
C3 2.244 2.486 -0.216
C4 3.457 2.937 0.246
C5 3.723 2.676 1.589
C6 2.786 1.983 2.330
C7 1.602 1.561 1.729
N1 1.318 1.834 0.454
H8 4.164 3.444 -0.394
H9 4.655 3.001 2.030
H10 2.957 1.755 3.372
H11 0.850 1.009 2.274
O8 0.191 1.780 -4.280
S1 -0.060 0.831 -3.234
O9 1.320 0.919 -2.280
O10 -1.014 1.341 -2.201
O11 -0.293 -0.529 -3.573
Cl1 -0.530 4.845 0.034
C8 -2.064 3.949 -0.120
Cl2 -2.113 2.536 0.933
H12 -2.155 3.608 -1.145
H13 -2.869 4.617 0.157

## Properties
Total charge ... +1
Energy ... -3621.761325 Ha
HOMO energy (spin up / spin down) ... -12.5 / -12.5 eV
Spin multiplicity ... 1
Energy above the lowest of the compared OMol25 structures with the same formula, charge and spin ... 449.9 kJ/mol

Löwdin atomic charge list, values in e, 4 entries: atom 1 (Pd): 0.941, atom 2 (C): -0.048, atom 3 (C): -0.595, atom 4 (O): -0.027